[1]
Density functional theory data (the ωB97M-V functional and the def2-TZVPD basis) for the molecule C5H9N.

E_tot (Eh): -250.6153
LUMO (eV): 1.128
Energy above the lowest of the compared OMol25 structures with the same formula, charge and spin (kJ/mol): 135.6
Strongest force on any atom (eV/Å): 3.06
Gap between HOMO and LUMO (eV): 10.5

Last column: Löwdin charge in e.
CARTESIAN COORDINATES (ANGSTROEM)
C1 -0.81927 0.63979 -1.03509  -0.156
C2 0.41342 -0.32034 -1.27094  -0.161
C3 0.97584 -0.60096 0.06581  -0.271
C4 0.27253 0.16644 1.05708  -0.352
C5 -0.65019 1.19071 0.40877  -0.137
H1 -0.91826 1.45277 -1.76370  0.100
H2 -1.75669 -0.00658 -0.98612  0.117
H3 1.22281 0.11453 -1.93435  0.123
H4 0.11622 -1.23957 -1.79863  0.107
H5 2.02607 -0.82119 0.10977  0.131
H6 -0.81669 -1.37386 0.50530  0.075
H7 0.66769 0.51270 1.97061  0.121
H8 -1.65824 1.20065 0.80337  0.100
H9 -0.11642 2.11366 0.62277  0.109
N1 0.01136 -1.20100 1.01675  0.094

---

[2]
Density functional theory data (the ωB97M-V functional and the def2-TZVPD basis) for a structure of composition C42H35F4N9O22S4V.

E_tot (Eh): -6704.6219
<S²>: 2.009
LUMO (alpha / beta) (eV): -5.681 / -4.942
Net charge: +1
Strongest force on any atom (eV/Å): 11.08
Multiplicity: 3
Gap between HOMO and LUMO (alpha / beta) (eV): 6.0 / 6.7

Last column: Löwdin charge in e.
CARTESIAN COORDINATES (ANGSTROEM)
V1 -0.59325 -0.91863 0.18770  1.241
N1 0.22679 -2.43843 -0.77939  -0.319
S1 1.41339 -3.54623 -0.70031  0.490
O1 2.67763 -3.16980 -1.31277  -0.209
O2 1.14082 -4.94198 -0.40507  -0.206
F1 1.74493 -3.04874 0.78560  -0.210
S2 -0.03624 -3.24873 -2.31415  0.599
O3 -0.78190 -4.52450 -2.31411  -0.218
O4 0.86802 -2.83303 -3.40556  -0.219
F2 -1.22291 -2.27187 -2.61077  -0.190
N2 -1.52957 0.30088 1.47690  -0.369
S3 -2.70073 0.08014 2.81470  0.679
O5 -4.07285 0.47731 2.56568  -0.222
O6 -2.19588 0.10204 4.21046  -0.235
F3 -2.92881 -1.53056 2.76390  -0.196
S4 -1.57105 1.83088 1.65056  0.529
O7 -1.08399 2.46028 2.88765  -0.212
O8 -2.58653 2.42111 0.75779  -0.260
F4 -0.31647 1.94961 0.60571  -0.233
C1 -3.24503 1.51640 -5.98404  -0.032
C2 -4.30560 1.82407 -5.06953  -0.035
C3 -4.20955 1.44251 -3.72795  0.025
C4 -3.04995 0.69500 -3.26628  -0.128
C5 -2.10738 0.38128 -4.18744  -0.013
C6 -2.12029 0.83626 -5.52758  -0.036
N3 -2.92053 0.36774 -1.84119  -0.228
O9 -1.88430 -0.08731 -1.33370  -0.078
O10 -3.94213 0.36147 -1.19352  0.135
H1 -3.22872 1.73949 -7.04062  0.110
H2 -5.16701 2.33393 -5.47501  0.108
H3 -4.93128 1.78184 -2.99970  0.114
H4 -1.23957 -0.16887 -3.85484  0.106
H5 -1.35171 0.41534 -6.15886  0.117
C7 -7.34984 -3.12312 1.44879  -0.064
C8 -6.69018 -1.97429 0.95527  -0.019
C9 -5.33280 -2.08623 0.67727  -0.025
C10 -4.71892 -3.30020 0.72096  -0.135
C11 -5.33656 -4.41602 1.26610  0.032
C12 -6.75705 -4.35790 1.46220  -0.042
N4 -3.26669 -3.39735 0.31908  -0.228
O11 -2.80371 -4.49935 0.10932  0.134
O12 -2.56223 -2.35904 0.12790  -0.063
H6 -8.37179 -3.07430 1.79467  0.111
H7 -7.23361 -1.04138 0.92751  0.116
H8 -4.83871 -1.16486 0.40639  0.093
H9 -4.89748 -5.40224 1.29723  0.119
H10 -7.31415 -5.18028 1.88616  0.112
C13 3.53284 3.24022 4.48463  -0.037
C14 2.78439 3.38784 3.30531  -0.044
C15 2.27219 2.28627 2.64197  0.011
C16 2.65010 0.99692 3.07880  -0.102
C17 3.44516 0.90407 4.15838  -0.038
C18 3.93519 1.95915 4.86408  -0.047
N5 2.14876 -0.22100 2.33905  -0.248
O13 1.29315 -0.05684 1.47465  -0.032
O14 2.58690 -1.29875 2.68852  0.094
H11 3.84733 4.10255 5.05373  0.112
H12 2.63213 4.40323 2.97031  0.110
H13 1.67212 2.34802 1.74615  0.079
H14 3.70368 -0.10750 4.43459  0.126
H15 4.57357 1.86215 5.72981  0.117
C19 8.17854 -0.71296 1.95056  -0.077
C20 6.98723 -1.02216 2.53620  -0.071
C21 5.87011 -1.02426 1.73632  0.005
C22 5.96892 -0.74084 0.36346  -0.125
C23 7.18524 -0.29324 -0.16272  -0.011
C24 8.31654 -0.28293 0.61802  -0.050
N6 4.79307 -0.68258 -0.51119  -0.295
O15 3.70248 -0.18518 -0.19783  0.061
O16 5.05995 -1.10932 -1.63972  0.092
H16 9.13984 -0.71059 2.44280  0.109
H17 7.09208 -1.39427 3.54464  0.116
H18 4.89289 -1.30222 2.10261  0.096
H19 7.26364 0.16928 -1.13552  0.122
H20 9.21762 0.19753 0.26643  0.113
C25 3.69589 4.26934 -2.49619  -0.021
C26 2.95687 3.90086 -1.32863  -0.056
C27 2.32717 2.70766 -1.21773  -0.028
C28 2.31802 1.82568 -2.29359  -0.101
C29 2.92753 2.16964 -3.48959  0.016
C30 3.60247 3.40354 -3.60991  -0.044
N7 1.50740 0.55110 -2.20339  -0.264
O17 0.82865 0.32166 -1.23251  -0.044
O18 1.47773 -0.25364 -3.08985  0.129
H21 4.25190 5.19456 -2.53123  0.105
H22 3.08218 4.44351 -0.40330  0.107
H23 1.81646 2.49394 -0.29042  0.089
H24 2.94189 1.59416 -4.40339  0.124
H25 4.15245 3.69997 -4.49084  0.107
C31 0.83910 -6.99987 3.70658  -0.049
C32 1.04858 -6.14608 4.77386  -0.050
C33 0.67057 -4.80369 4.62290  0.002
C34 0.15060 -4.25082 3.46920  -0.119
C35 -0.17679 -5.16729 2.40846  0.020
C36 0.20545 -6.50127 2.55311  -0.048
N8 -0.05123 -2.82353 3.35906  -0.275
O19 -0.27268 -2.41222 2.20940  -0.051
O20 0.21707 -2.10747 4.30815  0.126
H26 1.00841 -8.06517 3.76009  0.111
H27 1.37245 -6.58627 5.70538  0.112
H28 0.84832 -4.19979 5.50045  0.120
H29 -0.56749 -4.87752 1.44421  0.086
H30 0.00514 -7.17500 1.73314  0.114
C37 -4.33906 6.81376 -2.98714  -0.055
C38 -3.41627 6.65013 -4.01058  -0.065
C39 -2.51806 5.65132 -3.83726  -0.039
C40 -2.42176 4.81097 -2.77038  -0.135
C41 -3.41675 4.94044 -1.78905  0.005
C42 -4.35361 5.95276 -1.87882  -0.050
N9 -1.55608 3.63385 -2.68962  -0.319
O21 -1.41705 3.11503 -1.63973  0.090
O22 -1.00369 3.29593 -3.76817  0.056
H31 -5.02310 7.63331 -3.15091  0.108
H32 -3.53128 7.28725 -4.87502  0.117
H33 -1.76479 5.58829 -4.60862  0.123
H34 -3.45566 4.30364 -0.91763  0.107
H35 -4.98723 6.19236 -1.03767  0.111

---

[3]
Density functional theory data (the ωB97M-V functional and the def2-TZVPD basis) for a structure of composition C24H16N5Pt.

E_tot (Eh): -1316.2149
LUMO (alpha / beta) (eV): -12.904 / -12.903
Net charge: +3
Energy above the lowest of the compared OMol25 structures with the same formula, charge and spin (kJ/mol): 208.1
Strongest force on any atom (eV/Å): 2.26
Gap between HOMO and LUMO (alpha / beta) (eV): 5.4 / 5.4

Last column: Löwdin charge in e.
CARTESIAN COORDINATES (ANGSTROEM)
Pt1 -0.05190 -0.35943 -0.32371  1.319
C1 -3.08064 -1.70923 2.47954  0.032
C2 -2.35760 -0.88427 1.62434  -0.021
N1 -1.11394 -1.17830 1.21643  -0.072
C3 -0.49153 -2.26925 1.70826  -0.145
C4 -1.15202 -3.14352 2.57088  -0.112
C5 -2.48943 -2.86409 2.93051  0.090
C6 -0.44899 -4.25848 3.07675  0.111
C7 0.89642 -4.45828 2.78431  0.020
C8 1.55547 -3.59288 1.94167  0.087
C9 0.89361 -2.47465 1.35570  -0.141
N2 1.40143 -1.57894 0.47517  0.043
C10 2.60539 -1.40315 -0.12528  -0.144
C11 3.78126 -2.19201 0.03025  0.086
C12 4.92349 -1.93080 -0.69234  0.020
C13 4.94729 -0.88117 -1.60460  0.110
C14 3.83545 -0.02662 -1.76806  -0.113
C15 3.86816 1.10811 -2.60965  0.090
C16 2.78760 1.95526 -2.64069  0.032
C17 1.66395 1.62524 -1.89014  -0.019
N3 1.59376 0.51054 -1.14775  -0.074
C18 2.67320 -0.29309 -1.04481  -0.147
H1 -4.08597 -1.43477 2.76631  0.144
H2 -2.77579 0.04479 1.25911  0.141
H3 -3.02769 -3.55060 3.57378  0.154
H4 -0.97532 -4.96800 3.70721  0.156
H5 1.42530 -5.30070 3.20890  0.145
H6 2.59415 -3.78943 1.74854  0.111
H7 3.81519 -3.01052 0.72582  0.111
H8 5.79861 -2.55123 -0.55498  0.145
H9 5.83569 -0.70570 -2.20272  0.156
H10 4.75136 1.31074 -3.20430  0.154
H11 2.78915 2.85866 -3.23387  0.144
H12 0.79546 2.27077 -1.87106  0.141
N4 -3.54402 -3.17223 -6.28746  0.248
C19 -3.02484 -2.70625 -5.37472  -0.127
C20 -2.36670 -2.13019 -4.23393  -0.163
C21 -1.24647 -2.74894 -3.68291  0.037
C22 -0.64293 -2.17986 -2.58664  -0.104
N5 -1.09808 -1.04288 -2.02641  -0.127
C23 -2.17963 -0.44076 -2.56523  -0.087
C24 -2.83494 -0.95336 -3.66235  0.042
H13 -0.85545 -3.66345 -4.10679  0.145
H14 0.22758 -2.63834 -2.13753  0.113
H15 -2.51909 0.47259 -2.10073  0.121
H16 -3.69912 -0.44396 -4.06618  0.149

---

[4]
Density functional theory data (the ωB97M-V functional and the def2-TZVPD basis) for a structure of composition C5H20KO5.

E_tot (Eh): -1177.9113
LUMO (eV): -2.631
Net charge: +1
Energy above the lowest of the compared OMol25 structures with the same formula, charge and spin (kJ/mol): 1311.6
Strongest force on any atom (eV/Å): 13.47
Gap between HOMO and LUMO (eV): 10.8

Last column: Löwdin charge in e.
CARTESIAN COORDINATES (ANGSTROEM)
K1 0.07781 0.22480 0.09647  1.031
C1 -0.02284 0.89354 -2.25607  -0.097
O1 -0.61429 -0.26051 -1.65572  -0.377
H1 0.70447 1.40784 -1.62788  0.072
H2 0.45665 0.52725 -3.16383  0.114
H3 -0.77621 1.64916 -2.47868  0.117
H4 -1.36682 -0.48868 -2.20638  0.130
C2 1.61237 -1.67936 -1.27646  -0.061
O2 0.94289 -1.59885 -0.01949  -0.338
H5 1.47836 -0.72419 -1.78419  0.060
H6 2.67823 -1.84558 -1.12023  0.104
H7 1.26741 -2.46299 -1.95103  0.112
H8 0.63651 -2.45436 0.29008  0.107
C3 0.59620 -0.81422 2.34220  -0.101
O3 0.54796 0.58880 2.10124  -0.236
H9 1.68218 -0.88938 2.39795  0.122
H10 0.07986 -1.08293 3.26377  0.117
H11 0.20639 -1.35527 1.47998  0.027
H12 1.18108 1.04909 2.65703  0.118
C4 0.23176 2.80574 0.55088  -0.084
O4 -0.76147 1.81262 0.22460  -0.376
H13 1.21640 2.51053 0.18835  0.088
H14 0.08868 3.72624 -0.01508  0.107
H15 0.30416 2.99789 1.62137  0.101
H16 -1.60011 2.27871 0.25693  0.131
C5 -1.81272 -1.29042 0.01595  -0.123
O5 -1.61925 -0.19692 0.85900  -0.258
H17 -1.52518 -1.19416 -1.03103  0.054
H18 -1.35186 -2.18935 0.42539  0.105
H19 -2.89786 -1.37749 0.07067  0.122
H20 -1.64084 -0.56748 1.74433  0.111

---

strongest force on any atom of number 2 (C42H35F4N9O22S4V)?
11.08 eV/Å

---

strongest force on any atom of number 1 (C5H9N)?
3.06 eV/Å

---

Which value of strongest force on any atom does entry 1 give?
3.06 eV/Å

---

Among the records above, which one has the lowest strongest force on any atom?
C24H16N5Pt